(1)
ORCA calculation (ωB97M-V with the def2-TZVPD basis set) on a cluster of 12 separate species, C34H92O12 in total in a non-equilibrium geometry.

The geometry in XYZ format:
```
138
Properties=species:S:1:pos:R:3:lowdin_charge:R:1
H -5.49777 -1.05832 1.36360 0.1276
H -2.85546 3.59622 -0.11614 0.1413
C 0.74026 2.82384 -0.77262 -0.0301
H 3.35986 3.79669 2.94294 0.0814
H 2.10774 -6.18120 1.22840 0.0800
C -3.57660 -1.02344 4.61943 -0.0514
H 0.84620 3.72078 -0.16923 0.0568
H 3.93397 -0.58886 -3.45527 0.0833
O 4.00766 0.16343 0.87323 -0.0730
C -3.64777 2.81796 -0.19141 -0.4944
H 0.36137 -0.58308 0.04609 0.1054
H -3.95469 -0.07619 0.26437 0.0635
C 0.39504 0.31042 -0.64826 -0.0372
H -0.44197 1.33814 6.26651 0.0740
H 5.30096 2.67966 0.92705 0.0917
H -3.81549 3.06364 -2.40026 0.0964
H -1.07824 -1.22878 -4.58635 0.0816
H -5.90981 1.53210 4.89451 0.0869
O -4.25286 -0.79688 -0.32034 -0.0776
O -0.51214 1.67658 1.09468 -0.0668
H 4.50256 4.35822 -0.57562 0.0673
C -4.20345 0.39013 4.41747 -0.4870
C 3.44697 4.39636 1.99677 -0.0679
H 5.42845 5.23011 2.22727 0.1309
H 1.22854 4.00329 3.61002 0.0877
C 1.03344 -4.38205 0.63328 -0.4805
H -4.31701 0.34576 -4.70523 0.0914
H 4.34497 5.98141 0.05660 0.0886
C 4.32548 -1.80502 2.28028 -0.0504
H -1.11995 1.56323 4.69457 0.0705
H 1.19746 1.81922 -7.12706 0.0769
H 4.94951 -3.38084 -3.47772 0.0666
H 3.63136 -0.47430 0.20562 0.0741
H -3.40624 1.10933 4.69822 0.1197
O 0.49644 3.38813 3.84024 -0.0422
C 2.20163 1.95844 -4.57405 -0.0536
H 1.68500 -2.86293 1.98741 0.0459
C 0.64397 1.56274 0.17571 -0.3913
H -0.21252 2.83144 -1.34616 0.0808
H -6.98237 -1.13244 -0.73932 0.0733
C -3.02482 -0.85144 -3.62102 -0.5137
H 2.49784 0.27497 -5.87632 0.1356
H -0.09056 1.88780 -5.95562 0.0874
H -2.83279 1.67261 -1.87009 0.0592
H 0.84834 -4.24610 2.69442 0.0764
C -4.44407 -2.93493 0.78944 -0.0442
C 4.96098 -0.58890 1.56837 -0.5131
H 2.42545 -2.44850 -1.26181 0.0846
H -5.05624 -0.28178 -3.21682 0.0675
H 3.03148 2.29175 -5.16766 0.0662
H -7.10186 -2.40202 0.33775 0.0704
C -3.72499 2.26916 -1.62702 -0.0445
H -1.00936 2.89403 5.75317 0.0822
H -3.08669 -1.46963 -1.77804 0.0593
H 1.54576 1.44503 0.78533 0.1229
H -2.76161 -4.88756 -1.96531 0.0707
H -3.10036 -1.04970 5.61218 0.0733
H 0.09602 -5.04236 0.59502 0.1576
H -0.45461 0.45622 -1.28418 0.0679
H 5.96970 -1.98287 0.21629 0.0535
O -4.48935 0.38026 3.00503 -0.0939
H 3.16850 -4.89559 0.99438 0.0710
C -0.43799 2.02543 5.43958 -0.0656
C -1.75525 -4.74097 -2.33092 -0.1704
H 1.58870 2.75696 -1.46015 0.0643
H 7.09856 -1.09194 1.28768 0.1083
C -5.16856 -1.61519 0.46548 -0.4338
C 0.68359 1.23273 -6.38161 -0.0569
H -4.42197 -1.73059 4.67759 0.0784
C -6.40773 -1.92635 -0.31730 -0.0630
C -4.99885 3.43028 0.26515 -0.0296
H 1.25759 -0.02453 -1.15230 0.0400
H 2.38301 -5.60258 -0.42762 0.0757
C 4.00001 -3.28928 -3.02094 -0.0289
C 4.72753 -0.89593 -2.72243 -0.0462
H -1.85374 -2.84055 -2.13432 0.0893
H -2.82914 -1.27058 3.86907 0.0694
H 2.62186 1.73650 -3.57720 0.0655
H -2.36400 -0.69059 -5.63292 0.0931
H 1.69988 2.39047 6.90700 0.1044
H -4.56481 1.60221 -1.64536 0.0569
H -5.75078 2.61065 0.11310 0.0986
H -4.78666 -1.37106 -4.60785 0.0910
H 6.17976 -0.21352 -0.01946 0.0662
C 6.12490 -1.02316 0.69497 -0.0593
C 1.65601 0.72418 -5.32763 -0.5039
H -3.49702 -2.80986 1.30060 0.0647
H -4.85966 3.65960 1.31466 0.0761
H 6.04377 5.35664 -0.12234 0.0869
H 3.19527 -3.21484 -3.78356 0.0959
H -4.11109 1.11898 2.43141 0.0914
H 1.73327 -0.76813 -4.07560 0.0648
H 5.38358 0.10847 2.33071 0.1406
H 5.68949 -0.92307 -3.20927 0.0792
C 2.23410 -5.29181 0.60174 -0.0565
H -4.18825 -3.43552 -0.15864 0.0714
H 4.92491 -2.47458 -1.29655 0.1119
H 2.87959 3.87067 1.15530 0.0819
H 3.77967 -4.21350 -2.54663 0.0571
H -1.24081 -5.64329 -2.08323 0.0662
C -2.18760 -1.32838 -4.73483 -0.0611
H -6.03680 -0.18377 5.32807 0.0742
H -5.13878 0.87796 6.35026 0.0855
H -2.41929 -2.29811 -5.13741 0.0786
O -3.27782 1.82677 0.71120 -0.0942
C -5.36296 0.66653 5.29778 -0.0720
C 0.88319 2.54036 4.86765 -0.5301
C 0.86110 -3.54826 1.87523 -0.0469
H -0.30491 2.37713 1.68580 0.0504
H 4.86997 -0.10240 -1.94111 0.0820
H 3.06057 5.43056 2.04666 0.0812
O -3.02349 -1.86333 -2.63840 -0.0491
H 0.20404 0.47313 -6.94253 0.0612
O 5.53442 3.23474 1.69971 -0.0601
O 3.05826 -1.67908 -1.36111 -0.0849
C -4.40830 -0.52230 -4.04405 -0.0424
H 3.88564 -1.56483 3.25903 0.0745
H 5.05855 -2.60081 2.54258 0.0813
H -0.11482 -3.00631 1.81750 0.0948
H -1.72898 -4.64003 -3.45922 0.1007
H 3.58196 -2.34841 1.58665 0.0780
O -1.16783 -3.58234 -1.84024 -0.1832
C 4.19818 -2.12037 -2.04657 -0.5150
H -4.96831 -3.67397 1.40924 0.0830
H 0.33535 -3.45479 -1.04426 0.0423
H -2.30045 1.72949 0.76110 0.0738
O 1.08565 -0.23396 -4.51552 -0.0345
H -5.20675 4.25803 -0.36772 0.0640
C 4.99190 5.05204 0.11078 -0.0600
C 1.59814 3.11504 6.05617 -0.0655
H -6.21170 -2.73337 -1.00497 0.0761
O 1.14491 -3.53985 -0.51828 -0.0973
H 1.10902 4.05012 6.37568 0.0925
H 1.51583 2.79936 -4.41088 0.0772
H -2.48764 0.05490 -3.24530 0.1344
H 2.59020 3.41648 5.72837 0.0663
C 4.93646 4.50398 1.57879 -0.4938
H 1.44314 1.72233 4.47717 0.1269
```

* LUMO level: 0.633 eV
* ΔE to the lowest compared entry with this formula, charge and spin: 273.8 kJ/mol
* DFT total energy: -2253.40294 a.u.
* HOMO: -9.8222 eV
* 2S+1: 1
* M: 693.098 g/mol
* orbital gap: 10.46 eV

=====

(2)
ORCA calculation (ωB97M-V with the def2-TZVPD basis set) on a cluster of 2 separate species, Cl3P in total.

The geometry in XYZ format:
```
4
Properties=species:S:1:pos:R:3:nbo_charge:R:1
Cl 1.34222 -0.44368 -1.25040 -0.1639
Cl -0.93794 2.32675 0.27282 -0.6192
Cl -0.45826 -0.32559 1.20252 -0.0160
P 0.05398 -1.55748 -0.22494 0.7991
```

* LUMO level (spin up / spin down): -3.754 / -3.756 eV
* ΔE to the lowest compared entry with this formula, charge and spin: 344.9 kJ/mol
* DFT total energy: -1721.86358 a.u.
* HOMO (spin up / spin down): -8.5640 / -8.5605 eV
* 2S+1: 1
* M: 137.333 g/mol
* orbital gap (spin up / spin down): 4.81 / 4.80 eV

=====

(3)
ORCA calculation (ωB97M-V with the def2-TZVPD basis set) on a cluster of 9 separate species, H18O9 in total in a non-equilibrium geometry.

The geometry in XYZ format:
```
27
Properties=species:S:1:pos:R:3:nbo_charge:R:1
O -0.19495 3.41917 -1.91798 -0.9434
H -1.40056 -2.93846 2.99772 0.4798
H 1.92507 0.27317 0.30064 0.4993
O 0.16838 1.00210 2.90489 -0.9368
H 4.37886 1.63564 -1.03275 0.4824
O 1.10628 -1.97126 -3.53328 -0.9649
H -0.58470 -1.78664 3.15485 0.4819
H 1.26010 -1.18349 -2.99250 0.4705
H 1.73898 -1.26440 -0.14759 0.4971
H -1.66769 -0.92761 1.53519 0.4913
H 0.56308 3.03194 -1.47756 0.4622
H -0.75836 -0.17854 0.72999 0.4599
H -1.86735 -2.73291 -2.15628 0.4882
H 0.87049 1.53443 3.26692 0.4679
H 4.40462 0.88527 0.20605 0.4733
H -0.92111 -2.03830 -1.00906 0.5021
O 1.41065 -0.52521 0.39739 -0.9951
H 0.46171 0.82367 1.99417 0.4674
H -3.57752 2.02467 -0.77724 0.4646
H -0.96658 3.02609 -1.52010 0.4808
O 3.73051 1.23215 -0.43868 -0.9531
O -1.49543 -1.97006 2.86015 -0.9334
H -3.37947 1.89873 0.69590 0.4822
O -3.34927 2.56468 -0.02086 -0.9462
O -1.67617 -0.38523 0.71935 -0.9794
O -1.02923 -2.69586 -1.71475 -0.9919
H 0.84966 -2.75373 -3.02460 0.4934
```

* LUMO level: -0.230 eV
* ΔE to the lowest compared entry with this formula, charge and spin: 274.9 kJ/mol
* DFT total energy: -687.92108 a.u.
* HOMO: -10.7967 eV
* 2S+1: 1
* M: 162.135 g/mol
* orbital gap: 10.57 eV

=====

(4)
ORCA calculation (ωB97M-V with the def2-TZVPD basis set) on a structure of composition C30H20AgBrF10N4.

The geometry in XYZ format:
```
66
Properties=species:S:1:pos:R:3:nbo_charge:R:1
F -0.35009 1.25087 2.92225 -0.3273
C 5.12604 4.31954 0.14249 -0.2683
C 1.48857 2.20543 -0.33589 -0.3554
C 1.82476 -2.01503 -4.94452 0.2694
F -1.40111 5.82274 2.40126 -0.3276
F 4.27844 -0.56150 -2.76889 -0.3136
N -2.57289 0.42490 1.67735 -0.7037
C 2.69795 2.94438 -0.19532 0.0335
C -3.80812 -0.11116 1.16268 -0.2307
H 1.92932 4.82425 -0.87718 0.2127
C -0.86543 3.49914 2.63730 0.2688
F 0.29144 3.82950 3.23666 -0.3155
C 0.84725 -1.94218 -2.66221 0.1071
H -0.91534 -4.01078 -2.04702 0.1595
C 0.47263 1.52795 -0.43457 -0.4016
Br 2.89827 -4.80195 1.99409 0.0129
H -3.00206 -3.61530 -0.99398 0.1421
C 0.88226 -3.61421 3.62325 -0.2183
C -0.48187 -1.80483 2.85473 0.0357
C 2.11550 -1.36396 -2.31352 0.3119
C 2.98876 -1.39317 -4.55020 0.1621
C 1.08305 -2.66752 1.41954 0.0222
N 0.09645 -1.80767 1.65584 -0.4331
H -4.52990 -2.04245 0.49312 0.1415
H 4.06813 6.03406 -0.58643 0.1907
C -2.40889 1.72701 1.83629 0.1095
H -1.68107 -3.16893 0.11041 0.2003
H -1.25625 -1.05102 2.98269 0.2611
F -3.80369 5.10352 1.30606 -0.3266
C 5.03863 2.96613 0.45064 -0.2205
H 1.18007 -4.34295 4.36411 0.2140
C 1.49184 -3.57286 2.38031 -0.1191
Ag -0.60926 -0.24869 -0.06704 0.7870
C -3.57687 -1.14483 -1.72762 -0.4164
C -3.27602 2.81734 1.51734 0.1996
H 6.06069 4.85367 0.27304 0.1875
C 0.80968 -2.29622 -4.05113 0.1983
C 3.12131 -1.08756 -3.20039 0.2646
H -4.25053 0.48923 0.36350 0.1734
N -0.05034 -2.12328 -1.70860 -0.6990
H 3.76088 1.23283 0.51280 0.2234
C 4.00444 4.97919 -0.34117 -0.2218
H 5.91176 2.44350 0.82628 0.1932
C -3.56208 -1.52457 0.64152 -0.1979
H -1.73016 -2.69951 -2.88820 0.1698
H 1.51922 -2.63427 0.42669 0.2517
H -3.00884 -2.06501 1.41209 0.1963
F -4.52914 2.59768 1.01432 -0.3475
C -1.20078 2.18561 2.45908 0.3191
F 3.98262 -1.13230 -5.43702 -0.3271
H -4.37199 -1.88289 -1.94495 0.1434
C 3.84538 2.28671 0.28349 -0.2210
C -0.12837 -2.69153 3.85949 -0.2537
H -2.94560 -1.03662 -2.60681 0.2119
C -1.72318 4.51515 2.23171 0.1655
C 2.80480 4.30516 -0.50903 -0.2340
C -1.20893 -2.95029 -1.95982 -0.2307
N -2.77451 -1.55075 -0.58682 -0.4638
C -2.92959 4.14329 1.67994 0.2716
F -0.26935 -2.93296 -4.59729 -0.3454
H -4.04263 -0.18109 -1.53540 0.2066
F 2.37908 -1.18000 -1.01048 -0.3217
C -2.19927 -2.87358 -0.80430 -0.2123
H -0.63327 -2.66890 4.81650 0.2088
F 1.66978 -2.35803 -6.24161 -0.3252
H -4.57155 -0.17846 1.95856 0.1520
```

* LUMO level: 3.885 eV
* ΔE to the lowest compared entry with this formula, charge and spin: 0.0 kJ/mol
* DFT total energy: -5093.74641 a.u.
* HOMO: -1.1735 eV
* 2S+1: 1
* total charge: -2
* M: 814.270 g/mol
* orbital gap: 5.06 eV